Record 1
Density functional theory data (ωB97M-V with the def2-TZVPD basis set) for a 12-piece molecular cluster, C39H59NO31 overall at a distorted geometry.

Each line ends with the Löwdin charge.
Atoms and positions in Å:
C  8.3995  -1.9502  -13.9494  -0.06
C  8.2884  -0.6028  -13.2598  -0.23
O  7.0016  -0.4496  -12.7085  -0.03
C  5.8981  -0.2598  -13.4620  -0.51
C  4.6872  -0.4766  -12.6307  0.01
O  5.8900  -0.0746  -14.6801  0.07
H  8.0708  -2.7063  -13.2364  0.08
H  9.4457  -2.0984  -14.2170  0.08
H  7.7731  -2.0550  -14.8354  0.07
H  8.8663  -0.5969  -12.3356  0.12
H  8.6358  0.2366  -13.8621  0.12
H  4.0428  0.3997  -12.7010  0.09
H  4.9464  -0.6297  -11.5831  0.09
H  4.1447  -1.3763  -12.9210  0.10
C  18.3946  1.1136  -24.7513  -0.05
C  18.2106  2.4157  -23.8228  -0.15
O  19.5698  2.9382  -23.5540  -0.03
C  19.6570  4.1353  -22.9376  -0.55
C  21.0423  4.6515  -22.7505  0.01
O  18.7163  4.8516  -22.6574  0.07
H  17.4491  0.6117  -24.9564  0.06
H  19.0051  0.3489  -24.2710  0.07
H  18.8942  1.3844  -25.6815  0.07
H  17.7257  3.2456  -24.3369  0.11
H  17.6925  2.1527  -22.9005  0.12
H  21.1270  5.4971  -23.4330  0.09
H  21.7774  3.8970  -23.0306  0.08
H  21.3426  5.0006  -21.7625  0.09
O  10.5168  -6.5414  -19.8144  0.13
C  10.9157  -5.3878  -19.7015  -0.57
O  11.2045  -4.7929  -18.5317  0.06
C  11.8239  -3.5661  -18.7163  -0.13
C  11.5727  -3.2532  -20.2313  -0.07
O  11.1458  -4.5476  -20.6740  0.08
H  11.4240  -2.7949  -18.0580  0.13
H  12.8913  -3.6790  -18.5268  0.13
H  12.3992  -2.9247  -20.8615  0.13
H  10.8751  -2.4198  -20.3150  0.12
O  7.6411  2.3098  -22.5283  0.12
C  7.5426  2.0280  -21.3357  -0.54
O  7.9472  2.8312  -20.2978  0.05
C  7.4206  2.3219  -19.0487  -0.13
C  7.0241  0.9829  -19.4410  -0.16
O  6.9530  0.9449  -20.8597  0.10
H  8.1539  2.2026  -18.2511  0.14
H  6.5213  2.8423  -18.7195  0.13
H  6.0368  0.8851  -18.9896  0.14
H  7.6964  0.2365  -19.0181  0.14
O  12.9527  10.3165  -21.5829  0.13
C  13.8857  10.2695  -22.3557  -0.63
O  14.9680  9.7048  -22.0201  0.11
C  15.8862  9.6903  -23.0984  -0.09
C  15.1780  10.5018  -24.1779  -0.13
O  13.9296  10.7790  -23.5996  0.09
H  16.8736  10.0710  -22.8374  0.13
H  15.9487  8.6644  -23.4611  0.13
H  15.0692  9.8556  -25.0489  0.13
H  15.6930  11.3902  -24.5435  0.13
O  5.7419  7.5572  -25.0336  0.11
C  6.6682  7.5029  -24.2145  -0.56
O  6.4953  7.4892  -22.9011  0.08
C  7.7561  7.8057  -22.2855  -0.10
C  8.7743  7.6738  -23.3639  -0.15
O  7.9591  7.6028  -24.4732  0.07
H  7.7776  8.8509  -21.9770  0.14
H  7.9094  7.0568  -21.5084  0.14
H  9.3923  6.7771  -23.3161  0.13
H  9.4277  8.5336  -23.5118  0.14
O  7.1430  6.5920  -16.4158  0.17
C  6.2086  6.5664  -15.6834  -0.64
O  5.2245  5.6946  -15.6244  0.10
C  4.3139  6.0762  -14.6887  -0.18
C  4.5453  7.5347  -14.4720  -0.09
O  5.8189  7.6593  -15.1024  0.08
H  3.2821  5.9786  -15.0262  0.14
H  4.5226  5.4040  -13.8564  0.14
H  4.5314  7.7422  -13.4020  0.14
H  3.8210  8.0778  -15.0789  0.14
O  13.4684  8.7750  -14.0816  0.10
C  12.4038  9.2396  -13.6366  -0.56
O  11.4939  9.9074  -14.3926  0.05
C  10.3862  10.3968  -13.5507  -0.08
C  10.5125  9.3912  -12.4053  -0.10
O  11.8974  9.0013  -12.4528  0.07
H  10.4046  11.4438  -13.2478  0.13
H  9.3910  10.2385  -13.9661  0.13
H  9.9711  8.4551  -12.5423  0.13
H  10.1302  9.9099  -11.5262  0.13
O  10.8964  -2.0570  -25.6783  0.11
C  11.6052  -1.0655  -25.9305  -0.58
O  12.0656  -0.2748  -24.9664  0.07
C  12.6769  0.8718  -25.5780  -0.12
C  13.0303  0.2997  -26.9159  -0.14
O  12.0692  -0.7190  -27.0990  0.11
H  11.8795  1.6140  -25.6147  0.14
H  13.5560  1.3018  -25.0981  0.13
H  14.0968  0.0756  -26.9398  0.13
H  12.9497  1.1608  -27.5794  0.13
O  19.7582  4.8466  -16.9114  0.15
C  19.4324  5.9493  -17.2547  -0.56
O  18.1116  6.3537  -17.2097  0.05
C  18.0517  7.7520  -17.4758  -0.14
C  19.3492  8.0010  -18.1346  -0.14
O  20.1778  6.9200  -17.7402  0.09
H  17.2625  8.0235  -18.1769  0.13
H  17.9129  8.3376  -16.5670  0.14
H  19.8874  8.8904  -17.8067  0.14
H  19.2975  8.0818  -19.2204  0.13
O  15.4162  0.1318  -12.6049  0.13
C  15.1424  1.2718  -12.9491  -0.56
O  14.4170  2.2309  -12.3101  0.06
C  14.2456  3.3370  -13.1717  -0.12
C  15.5294  3.1736  -13.9805  -0.13
O  15.6886  1.7909  -14.0108  0.09
H  13.3441  3.2937  -13.7830  0.13
H  14.2336  4.3014  -12.6639  0.13
H  16.4520  3.6542  -13.6550  0.14
H  15.3462  3.5970  -14.9680  0.13
C  13.1588  4.2559  -20.7139  -0.10
C  13.7092  4.7906  -19.3601  -0.24
C  12.6686  4.6222  -18.2491  -0.19
C  12.3905  3.2016  -17.9088  -0.22
N  12.2136  2.0819  -17.6326  0.13
H  12.0760  4.3767  -20.7463  0.07
H  13.3490  3.1838  -20.7639  0.07
H  13.6250  4.6935  -21.5966  0.07
H  13.9699  5.8370  -19.5188  0.10
H  14.6482  4.2709  -19.1699  0.11
H  11.7545  5.1631  -18.4934  0.12
H  13.0018  5.0854  -17.3204  0.11

Computed properties:
Multiplicity ... 1
HOMO ... -10.502 eV
LUMO level ... -0.2 eV
Max |F| ... 5.740 eV/Å



Record 2
Density functional theory data (ωB97M-V with the def2-TZVPD basis set) for C39H62Cl34N3O2 as an isolated structure at a distorted geometry.

Each line ends with the Löwdin charge.
Atoms and positions in Å:
C  -6.1794  5.7730  -0.9324  -0.14
C  -6.5929  4.6903  -2.1065  -0.25
C  -7.6698  3.5516  -1.5532  -0.21
C  -6.8425  2.2394  -0.9480  -0.21
C  -6.7554  0.9871  -2.0057  -0.21
C  -6.4573  -0.3670  -1.1293  -0.21
C  -4.8075  -0.5042  -0.9883  -0.23
C  -4.4747  -0.9338  0.5887  -0.19
C  -2.8456  -0.8120  0.8619  -0.22
C  -2.3255  -1.9826  1.8874  -0.19
C  -0.9567  -2.6941  1.2973  -0.26
C  0.1742  -2.7190  2.5298  -0.16
C  1.6475  -3.3182  2.0096  -0.05
C  1.5603  -4.3519  0.7517  0.08
C  3.0986  -4.8364  0.2895  0.03
C  3.3679  -5.8701  -0.9517  -0.15
C  2.1479  -5.9979  -2.0370  -0.21
C  2.7239  -5.5697  -3.5478  -0.18
C  1.4473  -5.2195  -4.5701  -0.13
C  1.4892  -3.6266  -5.0338  -0.21
O  1.3356  -3.5341  -6.4959  -0.24
C  0.7344  -2.2504  -6.9043  -0.12
C  4.2022  -4.1215  1.2537  -0.07
C  5.7936  -4.4845  0.8739  -0.09
C  6.5661  -3.0261  0.6013  -0.16
N  7.0899  -3.0273  -0.8268  -0.13
C  6.5672  -1.8624  -1.6374  -0.24
C  6.4263  -2.3401  -3.2120  -0.10
C  8.5955  -3.1618  -0.8915  -0.28
C  9.6392  -2.1378  -1.6347  -0.05
O  9.1322  -4.2595  -0.3142  -0.11
N  4.0796  -3.2137  2.4084  0.06
N  2.8286  -2.8241  2.7716  -0.49
Cl  2.7570  -1.7389  4.1601  0.75
H  -5.0088  5.7686  -0.8106  0.07
H  -6.5669  6.8421  -1.2637  0.08
H  -6.6515  5.5173  0.1210  0.06
H  -5.5970  4.1717  -2.4861  0.10
H  -7.1210  5.2946  -2.9766  0.11
H  -8.4640  3.2400  -2.3725  0.11
H  -8.2184  4.0396  -0.6200  0.08
H  -5.7426  2.5697  -0.6839  0.10
H  -7.3978  1.9090  0.0445  0.11
H  -7.7005  0.8677  -2.6918  0.11
H  -5.8284  1.1643  -2.7142  0.11
H  -6.9768  -1.3370  -1.5275  0.11
H  -6.8557  -0.2171  -0.0156  0.10
H  -4.3645  0.5758  -1.2065  0.05
H  -4.3502  -1.2640  -1.7549  0.07
H  -5.0456  -0.1505  1.2585  0.12
H  -4.8201  -2.0488  0.7917  0.12
H  -2.5381  0.2780  1.2393  0.11
H  -2.3271  -0.9563  -0.1975  0.04
H  -2.1484  -1.5415  2.9821  0.12
H  -3.1715  -2.8142  1.9948  0.12
H  -0.4628  -2.0304  0.4508  0.11
H  -1.2420  -3.7640  0.9191  0.04
H  0.2438  -1.5916  2.8775  0.11
H  -0.2707  -3.4407  3.3457  0.14
H  0.5826  -4.7334  0.2119  -0.07
H  4.2999  -5.4322  -1.5557  0.12
H  3.7108  -6.9243  -0.5454  0.15
H  1.8658  -7.1547  -2.0888  0.14
H  1.2291  -5.3002  -1.8474  0.01
H  3.3578  -4.5849  -3.3736  0.10
H  3.3974  -6.4437  -3.9409  0.12
H  0.4245  -5.4499  -4.0092  0.09
H  1.5853  -5.8904  -5.5267  0.13
H  2.4458  -3.0556  -4.6466  0.12
H  0.5656  -3.1082  -4.4947  0.10
H  1.5345  -1.4202  -7.1653  0.10
H  0.1306  -2.4330  -7.9118  0.11
H  -0.0225  -1.7957  -6.1357  0.09
H  5.9029  -5.0825  -0.1228  0.11
H  6.3228  -5.0187  1.7744  0.08
H  7.4937  -2.9751  1.3129  0.14
H  5.8688  -2.1062  0.8140  0.12
H  5.4561  -1.6271  -1.2722  0.12
H  7.1620  -0.8570  -1.4956  0.10
H  5.3299  -2.0756  -3.6014  0.07
H  7.1869  -1.7840  -3.9381  0.09
H  6.5948  -3.5045  -3.2650  0.08
H  10.7040  -2.2296  -1.1217  0.10
H  9.8138  -2.3907  -2.7867  0.11
H  9.3434  -0.9875  -1.5314  0.02
C  -6.0490  5.6824  3.7906  -1.49
Cl  -5.1767  7.1010  3.1857  0.55
Cl  -7.7994  5.9316  3.6730  0.47
Cl  -5.5665  4.2288  2.8998  0.52
H  -5.7912  5.5426  4.8435  0.02
C  -1.7657  -4.2319  -2.2633  -1.39
Cl  -3.3235  -4.8922  -1.7372  0.58
Cl  -1.9330  -2.5261  -2.7127  0.53
Cl  -0.5473  -4.4234  -0.9912  0.69
H  -1.4351  -4.7891  -3.1436  0.01
C  8.4866  -7.6558  -1.8004  -1.55
Cl  9.5143  -9.0712  -1.5179  0.53
Cl  9.3634  -6.4253  -2.7261  0.54
Cl  6.9994  -8.1247  -2.6418  0.49
H  8.2144  -7.2289  -0.8317  -0.07
C  -11.1924  4.4269  1.2822  -1.51
Cl  -11.5543  5.5182  -0.0660  0.50
Cl  -10.7490  2.8204  0.6803  0.53
Cl  -9.8968  5.0925  2.2910  0.45
H  -12.0911  4.3284  1.8964  0.02
C  -5.7103  9.9074  5.4870  -1.55
Cl  -7.2681  9.2471  6.0131  0.51
Cl  -5.8776  11.6132  5.0376  0.53
Cl  -4.4919  9.7159  6.7591  0.52
H  -5.3797  9.3502  4.6067  -0.05
C  -12.3747  8.8678  2.6703  -1.53
Cl  -10.9954  8.9685  3.7779  0.51
Cl  -11.8176  8.7240  0.9944  0.50
Cl  -13.4180  7.5011  3.0984  0.52
H  -12.9576  9.7879  2.7616  0.02
C  10.6384  0.9465  1.3125  -1.57
Cl  11.6661  -0.4689  1.5951  0.54
Cl  11.5152  2.1770  0.3869  0.53
Cl  9.1513  0.4776  0.4712  0.54
H  10.3662  1.3733  2.2812  -0.11
C  8.1293  -8.5819  2.4752  -1.52
Cl  7.4735  -8.4500  4.1159  0.53
Cl  8.2422  -6.9830  1.7200  0.57
Cl  9.7154  -9.3712  2.5008  0.53
H  7.4484  -9.1962  1.8805  0.02
C  -1.1265  1.7241  -1.7211  -1.48
Cl  -2.3228  2.5586  -0.7151  0.55
Cl  0.3255  1.3477  -0.7778  0.52
Cl  -1.8179  0.2474  -2.4144  0.51
H  -0.8418  2.3889  -2.5406  0.02
C  10.6393  3.0232  5.2346  -1.50
Cl  12.0187  3.1239  6.3421  0.54
Cl  11.1965  2.8794  3.5587  0.59
Cl  9.5961  1.6566  5.6626  0.52
H  10.0565  3.9433  5.3259  0.02
C  -6.1340  15.2917  3.4248  -1.55
Cl  -4.4334  15.7229  3.1769  0.51
Cl  -6.8261  16.2317  4.7579  0.52
Cl  -7.0631  15.5445  1.9375  0.52
H  -6.1858  14.2320  3.6875  -0.03

Computed properties:
Multiplicity ... 1
HOMO ... -11.467 eV
LUMO level ... -4.6 eV
Charge ... +1
Max |F| ... 7.789 eV/Å



| no. | energy (eV) |
| --- | --- |
| 1 | -106358.0458 |
| 2 | -475748.2859 |